No. 1
C11H18BrO6 | ωB97M-V with the def2-TZVPD basis set

Element x y z (Å)
C: -0.241 0.150 2.555
C: 0.727 1.233 2.081
C: 0.189 2.095 0.923
C: 0.833 1.904 -0.475
C: 1.759 0.700 -0.701
C: 1.222 -0.706 -0.461
O: 2.358 -1.605 -0.668
C: 2.300 -2.119 -1.895
O: 3.078 -2.849 -2.406
O: 1.166 -1.654 -2.538
C: 0.283 -1.267 -1.532
Br: -0.513 -2.954 -0.759
C: -0.841 -0.450 -2.111
C: -1.969 -0.116 -1.142
O: -3.179 -0.697 -1.658
C: -4.265 -0.447 -0.896
O: -5.301 -0.077 -1.345
H: 0.330 -0.623 3.097
H: -0.758 -0.312 1.697
H: -1.030 0.588 3.173
H: 1.694 0.777 1.862
H: 0.916 1.887 2.934
H: -0.889 1.914 0.844
H: 0.284 3.152 1.181
H: 0.042 1.908 -1.229
H: 1.438 2.783 -0.709
H: 2.643 0.793 -0.071
H: 2.113 0.740 -1.738
H: 0.874 -0.872 0.555
H: -1.245 -1.004 -2.958
H: -0.414 0.472 -2.509
H: -1.767 -0.504 -0.139
H: -2.103 0.965 -1.067
H: -4.114 -0.698 0.169
O: 1.988 -1.129 4.068
H: 2.392 -1.980 3.866

## Properties
- E_LUMO (eV) = 2.55
- total charge = -1
- maximum force (eV/A) = 0.6
- HOMO energy (eV) = -2.855
- Kohn-Sham gap (eV) = 5.40

=====

No. 2
C11H18Cl2HfO4 | ωB97M-V with the def2-TZVPD basis set

Element x y z (Å)
C: 0.334 -1.179 -0.765
C: 1.192 -0.019 -1.006
C: 0.360 1.128 -1.177
C: 2.614 -0.078 -1.382
C: -0.996 0.691 -1.151
C: -1.022 -0.721 -0.849
C: -2.234 -1.581 -0.934
C: 0.744 -2.601 -0.938
C: 0.824 2.510 -1.420
C: -2.194 1.539 -1.349
Hf: 0.065 -0.284 1.530
Cl: 4.079 1.723 0.936
Cl: 2.191 -1.467 1.734
O: -1.244 1.207 1.543
H: 3.039 -1.068 -1.175
H: 3.183 0.658 -0.753
H: 2.744 0.185 -2.443
H: 1.775 2.650 -0.899
H: 0.085 3.204 -1.011
H: 0.973 2.777 -2.473
H: -2.039 2.515 -0.848
H: -3.077 1.043 -0.902
H: -2.432 1.736 -2.411
H: -3.085 -1.075 -0.440
H: -2.047 -2.557 -0.454
H: -2.526 -1.771 -1.982
H: 1.733 -2.786 -0.501
H: 0.778 -2.846 -2.006
H: 0.012 -3.269 -0.465
H: -2.065 1.572 1.920
O: -1.006 -1.734 2.204
H: -1.547 -2.534 2.279
O: 0.379 1.471 5.314
C: 0.182 0.625 4.445
O: 0.802 0.556 3.276
H: -0.572 -0.218 4.551

## Properties
- E_LUMO (eV) = 4.84
- energy relative to the best compared isomer or geometry (same formula, charge and spin) (kJ/mol) = 0.0
- total charge = -2
- maximum force (eV/A) = 2.4
- HOMO energy (eV) = -0.931
- Kohn-Sham gap (eV) = 5.77

=====

No. 3
C11H18Cl2InN2 | ωB97M-V with the def2-TZVPD basis set

Element x y z (Å)
In: -0.075 -0.623 -2.254
Cl: -0.271 1.580 -1.325
Cl: -0.811 -2.352 -0.733
C: -1.424 -0.594 -3.874
H: -1.820 -1.518 -4.334
H: -1.811 0.336 -4.327
C: 1.814 -0.591 0.883
C: 2.121 -0.792 -0.353
H: 1.312 -1.374 1.460
C: 2.962 0.147 -1.190
H: 1.909 -1.765 -0.824
C: 3.503 1.344 -0.385
H: 3.816 -0.403 -1.616
H: 2.391 0.523 -2.057
C: 2.559 1.807 0.721
H: 4.453 1.037 0.073
H: 3.723 2.184 -1.055
C: 2.122 0.656 1.642
H: 3.028 2.592 1.325
H: 1.657 2.221 0.255
H: 2.914 0.463 2.384
H: 1.224 0.966 2.199
C: -3.484 -1.399 1.210
N: -2.596 -0.271 1.445
C: -2.950 1.064 1.396
C: -1.808 1.778 1.722
N: -0.795 0.891 1.976
C: -1.273 -0.328 1.809
H: -4.142 -1.559 2.078
H: -4.103 -1.196 0.326
H: -2.877 -2.292 1.026
H: -3.934 1.412 1.130
H: -1.679 2.848 1.770
H: -0.760 -1.274 1.914

## Properties
- E_LUMO (alpha / beta) (eV) = 3.03 / 2.85
- energy relative to the best compared isomer or geometry (same formula, charge and spin) (kJ/mol) = 0.0
- total charge = -1
- maximum force (eV/A) = 3.3
- HOMO energy (alpha / beta) (eV) = -2.545 / -4.190
- Kohn-Sham gap (alpha / beta) (eV) = 5.58 / 7.04

=====

- What is the maximum force in the third record?
  3.3 eV/A